Below is an isolated ion of composition C5H13N2O and charge -1, with properties calculated with ωB97M-V/def2-TZVPD.

Output
Gap between HOMO and LUMO: 6.42 eV
LUMO energy: 3.87 eV
Energy relative to the best compared isomer or geometry (same formula, charge and spin): 137.1 kJ/mol
E_tot: -10422.2779 eV
Total charge: -1
Molecular weight: 117.17 g/mol
SMILES: NCCCCNC[O-]

```
21
Properties=species:S:1:pos:R:3:forces:R:3:mulliken_charge:R:1
C 0.21259 -1.81202 -0.42341 0.927 -2.061 -0.777 -0.685
H 0.23329 1.24063 -1.87555 0.028 -0.314 -0.122 0.366
H 0.91380 -2.54046 -0.01493 0.777 0.546 0.437 0.334
N -0.36317 -2.71533 -1.45098 -1.393 0.564 -0.029 -0.675
H -0.73558 2.81076 1.51715 -0.012 -0.088 0.714 0.217
H 1.20511 1.45552 0.62834 0.212 0.777 0.181 0.273
H 1.55837 -0.39044 -0.00595 1.083 0.329 -0.757 0.224
H -0.45942 -1.68634 0.41910 -0.455 0.407 -0.315 0.387
H -1.24762 -2.34598 -1.78762 0.062 -0.029 -0.138 0.216
H -1.05600 0.48627 -1.04408 -0.027 -0.186 0.471 0.408
C 0.92833 -0.54240 -0.88385 -2.254 0.231 1.239 -0.220
C -0.67591 0.77056 2.12225 0.388 1.107 0.470 -0.174
H 1.30354 -0.66212 -1.89830 0.946 -0.360 0.397 0.327
C 0.00924 0.70632 -0.93789 0.497 1.177 -0.827 -1.037
O 0.48874 0.69858 2.74629 0.215 -0.211 -0.035 -0.865
H 0.40006 2.75656 -0.39338 0.201 0.291 0.212 0.434
H -0.89614 -0.11197 1.49152 -0.486 -0.221 0.096 -0.079
C 0.29115 1.81955 0.14159 -0.931 -2.002 -0.238 -0.507
H 0.22924 -2.82593 -2.26441 0.216 0.221 0.149 0.234
N -0.80496 1.89146 1.10453 0.132 0.203 -0.896 -0.528
H -1.53469 0.99678 2.80959 -0.126 -0.379 -0.231 0.348
```
Forces are in eV/Å.

Below is an isolated ion of composition C5H13N2O and charge -1, with properties calculated with ωB97M-V/def2-TZVPD.

Output
Gap between HOMO and LUMO: 6.50 eV
LUMO energy: 3.82 eV
Energy relative to the best compared isomer or geometry (same formula, charge and spin): 237.3 kJ/mol
E_tot: -10421.2397 eV
Total charge: -1
Molecular weight: 117.17 g/mol
SMILES: CN(CCN)CC[O-]

```
21
Properties=species:S:1:pos:R:3:forces:R:3:mulliken_charge:R:1
H 0.91550 0.26376 -1.86185 0.851 0.358 0.272 0.341
H -0.63514 1.84335 -0.38140 0.456 -0.283 0.781 0.299
H 2.09076 0.67779 0.51820 -0.091 -0.294 -0.367 0.259
C 1.01258 0.81336 0.69244 -1.240 0.550 -0.330 -0.535
H 2.41327 -1.21879 1.14956 0.510 -0.098 -0.400 0.309
H 1.70748 -0.38564 2.58515 0.953 -0.034 0.758 0.367
O -2.14660 -0.33435 -1.46708 0.716 0.863 -0.500 -0.857
H 0.99464 1.55039 1.50905 -0.082 -0.498 0.437 0.225
C 1.57257 -1.11225 1.81016 -3.489 0.900 -0.721 -1.132
H 0.23252 -1.45554 -0.67232 -0.760 -0.245 -0.092 0.111
H -0.39140 0.92824 -2.10559 1.813 1.113 0.309 0.381
H -2.13033 0.08612 0.61162 0.218 -0.437 -0.603 0.218
C -1.90721 -0.68146 -0.21897 0.267 -0.993 0.927 -0.635
H -2.50830 -1.60399 0.04793 -0.265 0.382 0.253 0.251
C -0.43058 -1.28487 0.21072 0.290 1.398 -1.521 -0.363
N 0.63554 1.25105 -1.83857 -2.587 -2.276 -0.963 -0.907
C 0.45848 1.66158 -0.43968 -1.273 0.642 -0.605 -0.592
H 0.88247 2.67344 -0.34416 0.280 -0.235 0.180 0.383
H -0.74333 -2.24412 0.60834 0.762 -0.147 0.710 0.499
N 0.33138 -0.45643 1.14445 2.644 0.339 0.918 -0.046
H 1.22901 -2.03948 2.19429 0.027 -1.006 0.559 0.425
```
Forces are in eV/Å.

Below is C5H13N2O as an isolated structure, with properties calculated with ωB97M-V/def2-TZVPD.

Output
Gap between HOMO and LUMO: 6.29 eV
LUMO energy: 3.55 eV
Energy relative to the best compared isomer or geometry (same formula, charge and spin): 421.1 kJ/mol
E_tot: -10419.3342 eV
Total charge: -1
Molecular weight: 117.17 g/mol

```
21
Properties=species:S:1:pos:R:3:forces:R:3:mulliken_charge:R:1
H -2.71220 0.24403 -0.96854 0.220 0.422 -0.257 -0.150
H -1.37183 -0.49868 0.38946 -0.939 0.023 0.710 0.188
C -3.67577 0.03135 -1.39932 -0.118 -0.425 0.009 -0.543
C 2.74517 -1.03275 -0.38409 0.591 0.784 1.074 -0.595
H 0.53449 -0.79508 1.73134 0.229 0.299 0.387 0.070
H 1.05232 1.64679 2.04645 0.139 -0.072 0.382 0.482
H 3.12442 -1.22362 0.66571 -0.053 -0.117 -0.012 0.238
H -0.50500 1.08237 -0.41595 0.080 -0.119 -0.278 0.346
N -1.70660 0.49599 1.18567 0.269 -1.214 -0.361 -0.777
C 0.76333 -0.13938 0.88436 -0.454 -0.212 0.315 0.436
H 2.93654 -2.00689 -0.88337 -0.108 0.035 -0.436 0.344
C -0.59980 0.45152 0.49699 1.215 1.224 -0.112 -0.205
C 1.61365 1.07232 1.30817 -0.480 0.293 -0.844 -1.429
H -4.17936 0.93968 -1.72352 -0.016 0.044 0.262 0.268
H 2.59895 0.78799 1.64949 0.112 -0.081 0.140 0.353
H 0.86831 -0.75436 -1.07560 0.049 0.328 0.080 0.268
H 1.75813 1.72099 0.43130 0.118 -0.246 0.195 0.310
H -4.20004 -0.47627 -0.58262 -0.289 0.119 -0.386 0.235
H -3.56710 -0.61778 -2.26883 -0.030 -0.121 0.129 0.279
N 1.26028 -0.99654 -0.16901 -0.395 -0.513 -0.690 -0.278
O 3.26212 0.06832 -0.91808 -0.142 -0.452 -0.305 -0.840
```
Forces are in eV/Å.

Below is an isolated ion of composition C5H13N2O and charge -1, with properties calculated with ωB97M-V/def2-TZVPD.

Output
Gap between HOMO and LUMO: 5.76 eV
LUMO energy: 3.68 eV
Energy relative to the best compared isomer or geometry (same formula, charge and spin): 146.2 kJ/mol
E_tot: -10422.1837 eV
Total charge: -1
Molecular weight: 117.17 g/mol
SMILES: C[C@@H](CC[O-])NCN

```
21
Properties=species:S:1:pos:R:3:forces:R:3:mulliken_charge:R:1
H 0.87374 2.77012 0.09683 0.458 -0.030 0.154 0.148
H 1.06726 -3.38331 1.09174 -0.439 0.104 0.021 0.226
N -0.43153 -1.07823 0.44248 0.652 1.213 -0.541 -0.392
N 0.24877 -3.42505 0.48810 1.312 -0.300 -0.349 -0.634
C 0.11946 -2.19143 -0.31017 -0.621 -0.825 1.444 -0.451
H 1.13129 0.20453 0.64996 0.256 0.339 -0.564 0.053
H -0.43425 0.68184 -1.99891 -0.211 0.006 0.059 0.257
H 1.12799 -0.19283 -1.97654 -0.518 -0.890 0.491 0.414
C -0.16522 2.81897 0.48240 -1.404 1.659 -0.401 -0.512
C 0.19382 0.26501 0.07750 0.106 -2.062 0.612 0.232
H -0.54663 -3.67849 1.03939 -0.454 0.289 0.187 0.229
H 1.13264 -1.93148 -0.60154 -0.057 0.000 -0.311 0.381
C 0.44484 0.44920 -1.40851 1.497 1.606 -0.106 -1.238
H -1.41157 -0.89999 0.31634 -0.550 -0.603 -0.250 0.313
O -0.98640 3.57462 -0.30448 0.264 -0.678 -0.387 -0.917
C -0.62589 1.35534 0.71522 -0.091 0.437 0.958 -0.574
H -1.69817 1.25569 0.49200 0.187 0.204 -0.310 0.290
H -0.14219 3.36947 1.47305 0.562 -0.827 0.049 0.226
H -0.53910 1.23639 1.80169 -0.109 -0.494 0.034 0.321
H -0.46839 -2.53447 -1.15643 -0.095 0.554 -0.533 0.248
H 1.10954 1.33411 -1.41012 -0.746 0.298 -0.258 0.379
```
Forces are in eV/Å.

Below is an isolated ion of composition C5H13N2O and charge -2, with properties calculated with ωB97M-V/def2-TZVPD.

Output
Gap between HOMO and LUMO (spin up / spin down): 3.18 / 6.98 eV
LUMO energy (spin up / spin down): 6.79 / 6.86 eV
<S²>: 0.751
Multiplicity: 2
Energy relative to the best compared isomer or geometry (same formula, charge and spin): 140.9 kJ/mol
E_tot: -10417.7074 eV
Total charge: -2
Molecular weight: 117.17 g/mol

```
21
Properties=species:S:1:pos:R:3:forces:R:3:mulliken_spin:R:1
C 0.24057 0.42565 0.90102 -6.984 3.040 0.691 0.001
N 0.11016 1.65579 1.80339 -0.010 -1.263 -3.332 0.009
H 1.14860 0.05252 1.01530 3.986 -1.961 0.425 -0.039
H -0.96386 -1.62968 -2.00616 0.347 0.607 -0.414 0.654
O -0.89079 2.53824 3.67777 0.646 2.350 2.937 0.000
H -1.14732 0.62426 -0.77170 -1.082 -0.290 -0.411 -0.029
H 0.61667 0.09086 -2.56226 0.836 -0.185 0.800 -0.511
H 0.22990 1.77345 -0.78066 -0.622 -1.258 0.105 -0.023
H -0.37449 -1.77603 -0.47509 1.001 -0.958 -0.094 0.282
H -1.52323 0.92339 2.87220 -0.953 -1.347 -0.596 0.001
H -1.70953 2.42798 1.84416 -1.306 0.139 -0.361 -0.001
H 0.86118 1.65262 2.40927 1.676 -0.002 1.816 -0.002
H 0.43864 -3.55631 -2.01122 -1.172 -3.093 -0.364 -1.174
H 1.41516 -2.50109 -2.86350 -0.190 0.170 -0.566 -1.076
N 0.84808 -2.69971 -2.06382 1.375 2.075 1.726 0.810
C -1.12886 1.90259 2.60845 0.684 -0.992 -1.662 0.002
C 0.02265 -1.68063 -1.50344 -0.170 1.903 -0.033 1.790
C 0.76188 -0.26739 -1.50375 -5.010 -0.266 -1.524 0.411
C -0.10825 0.69475 -0.59321 4.144 1.194 0.349 -0.141
H 1.76445 -0.39443 -1.23159 1.408 0.085 0.475 0.040
H -0.61160 -0.25683 1.23486 1.396 0.053 0.033 -0.005
```
Forces are in eV/Å.

Please write out number 4 again, unchanged.
Below is an isolated ion of composition C5H13N2O and charge -1, with properties calculated with ωB97M-V/def2-TZVPD.

Output
Gap between HOMO and LUMO: 5.76 eV
LUMO energy: 3.68 eV
Energy relative to the best compared isomer or geometry (same formula, charge and spin): 146.2 kJ/mol
E_tot: -10422.1837 eV
Total charge: -1
Molecular weight: 117.17 g/mol
SMILES: C[C@@H](CC[O-])NCN

```
21
Properties=species:S:1:pos:R:3:forces:R:3:mulliken_charge:R:1
H 0.87374 2.77012 0.09683 0.458 -0.030 0.154 0.148
H 1.06726 -3.38331 1.09174 -0.439 0.104 0.021 0.226
N -0.43153 -1.07823 0.44248 0.652 1.213 -0.541 -0.392
N 0.24877 -3.42505 0.48810 1.312 -0.300 -0.349 -0.634
C 0.11946 -2.19143 -0.31017 -0.621 -0.825 1.444 -0.451
H 1.13129 0.20453 0.64996 0.256 0.339 -0.564 0.053
H -0.43425 0.68184 -1.99891 -0.211 0.006 0.059 0.257
H 1.12799 -0.19283 -1.97654 -0.518 -0.890 0.491 0.414
C -0.16522 2.81897 0.48240 -1.404 1.659 -0.401 -0.512
C 0.19382 0.26501 0.07750 0.106 -2.062 0.612 0.232
H -0.54663 -3.67849 1.03939 -0.454 0.289 0.187 0.229
H 1.13264 -1.93148 -0.60154 -0.057 0.000 -0.311 0.381
C 0.44484 0.44920 -1.40851 1.497 1.606 -0.106 -1.238
H -1.41157 -0.89999 0.31634 -0.550 -0.603 -0.250 0.313
O -0.98640 3.57462 -0.30448 0.264 -0.678 -0.387 -0.917
C -0.62589 1.35534 0.71522 -0.091 0.437 0.958 -0.574
H -1.69817 1.25569 0.49200 0.187 0.204 -0.310 0.290
H -0.14219 3.36947 1.47305 0.562 -0.827 0.049 0.226
H -0.53910 1.23639 1.80169 -0.109 -0.494 0.034 0.321
H -0.46839 -2.53447 -1.15643 -0.095 0.554 -0.533 0.248
H 1.10954 1.33411 -1.41012 -0.746 0.298 -0.258 0.379
```
Forces are in eV/Å.